[1]
{
  "formula": "C22H30N4NiO5Si2",
  "method": "wB97M-V/def2-TZVPD",
  "de_lowest_kj_mol": 325.6,
  "charge": -2,
  "gap_ev": [5.3, 4.1],
  "fmax_ev_per_a": 1.04,
  "s2": 2.01,
  "e_homo_ev": [-0.58, -0.36],
  "multiplicity": 3,
  "species": ["Ni", "O", "C", "O", "C", "C", "C", "C", "C", "O", "C", "C", "O", "O", "H", "H", "H", "H", "H", "H", "H", "H", "C", "Si", "C", "C", "C", "C", "C", "C", "C", "C", "N", "Si", "C", "C", "C", "H", "H", "H", "H", "H", "H", "H", "H", "H", "H", "H", "H", "H", "H", "H", "H", "H", "H", "H", "H", "H", "H", "N", "C", "N", "C", "N"],
  "coordinates": [[-0.00483, 0.41039, -0.81445], [-3.98344, 0.08325, -2.20292], [-2.80614, -0.15172, -1.88785], [-2.03561, 0.59510, -1.21715], [-2.27560, -1.57332, -2.26112], [-1.83973, -2.26927, -0.95968], [-1.72147, -3.79046, -1.16852], [-0.41182, -3.87571, -1.98143], [-0.03198, -2.38497, -2.08812], [-0.47310, -1.88578, -0.81741], [-0.97242, -1.68849, -3.09699], [-0.39480, -0.35181, -3.65565], [-0.69548, -0.08114, -4.82084], [0.37358, 0.30785, -2.88499], [-3.10654, -2.08938, -2.73826], [-2.41262, -1.96076, -0.09034], [-1.62546, -4.29917, -0.20795], [-2.58774, -4.19445, -1.69270], [0.37183, -4.41116, -1.44339], [-0.53138, -4.32760, -2.96609], [1.53494, -1.08313, -2.35187], [-1.12734, -2.32083, -3.97099], [-2.95344, 1.81891, 1.69643], [-1.22708, 2.54000, 1.41370], [-1.17977, 3.61638, -0.14641], [-1.05754, 3.77194, 2.88535], [0.08173, 1.23595, 1.26510], [1.33914, 1.64963, 0.66898], [1.97712, 2.89347, 0.90147], [3.15835, 3.19234, 0.25921], [3.72834, 2.26083, -0.60674], [3.06596, 1.05796, -0.78633], [1.92601, 0.74937, -0.17616], [0.20618, -0.25098, 2.34734], [1.56175, -1.49298, 1.87259], [-1.37113, -1.25770, 2.68301], [0.68749, 0.36216, 4.10587], [-3.69674, 2.61944, 1.75524], [-3.00177, 1.24705, 2.62786], [-3.21791, 1.16619, 0.86232], [-2.09306, 4.20029, -0.29419], [-1.06437, 2.95301, -1.00576], [-0.33180, 4.30622, -0.13385], [-1.96587, 4.38009, 2.95776], [-0.21105, 4.45484, 2.77101], [-0.93228, 3.24091, 3.83392], [1.52383, 3.58475, 1.59851], [3.65207, 4.14271, 0.43553], [4.65591, 2.45997, -1.12729], [3.47644, 0.30988, -1.45959], [1.48184, -1.73532, 0.81330], [1.47833, -2.42098, 2.44793], [2.55496, -1.07033, 2.04356], [-1.72395, -1.75038, 1.77668], [-2.17815, -0.62240, 3.05444], [-1.17466, -2.02975, 3.43277], [1.62393, 0.92638, 4.06932], [0.81440, -0.46214, 4.81910], [-0.08531, 1.03067, 4.49714], [1.35895, -2.09671, -2.27636], [2.30102, -3.00971, -2.31435], [3.53788, -2.93310, -2.48250], [4.53624, -2.15093, -2.75580], [5.49513, -1.54538, -3.01138]]
}

=====

[2]
{
  "formula": "C22H30N4O2",
  "method": "wB97M-V/def2-TZVPD",
  "de_lowest_kj_mol": 212.9,
  "gap_ev": 7.7,
  "fmax_ev_per_a": 0.98,
  "e_homo_ev": -7.94,
  "multiplicity": 1,
  "species": ["C", "H", "C", "C", "C", "C", "N", "C", "H", "H", "C", "C", "C", "N", "C", "O", "C", "H", "H", "C", "N", "N", "C", "C", "C", "C", "O", "H", "H", "C", "C", "C", "C", "C", "C", "H", "H", "H", "H", "H", "H", "H", "H", "H", "H", "H", "H", "H", "H", "H", "H", "H", "H", "H", "H", "H", "H", "H"],
  "coordinates": [[-0.83660, -5.17507, 3.02024], [0.01157, -4.99161, 3.67673], [-0.95742, -4.06887, 1.97843], [0.31000, -3.96058, 1.12892], [0.13427, -2.88627, 0.05921], [-1.12176, -3.17989, -0.77226], [-2.32857, -3.31398, 0.02251], [-2.15056, -4.32631, 1.04341], [-3.07512, -4.40252, 1.62113], [-1.99702, -5.28221, 0.52994], [-2.85607, -2.04638, 0.50554], [-3.76019, -1.40513, -0.55343], [-4.21489, -0.00250, -0.14578], [-3.12121, 0.94045, -0.17952], [-3.05202, 1.95196, -1.05990], [-3.94162, 2.26906, -1.82163], [-1.71288, 2.69186, -0.99556], [-1.78053, 3.59285, -1.60321], [-1.53741, 2.98591, 0.04084], [-0.56246, 1.79296, -1.48196], [0.58603, 1.86276, -0.59767], [1.57349, 2.62942, -1.00357], [2.64419, 2.77665, -0.27231], [2.77258, 2.07772, 0.96458], [1.75694, 1.28518, 1.37868], [0.55360, 1.15923, 0.59419], [-0.43064, 0.49403, 0.89954], [1.79899, 0.72041, 2.29734], [3.68044, 2.16127, 1.54139], [3.68919, 3.66166, -0.79572], [3.77189, 3.89180, -2.16896], [4.74590, 4.72520, -2.68215], [5.64995, 5.34464, -1.83375], [5.56884, 5.13057, -0.46815], [4.59673, 4.29524, 0.05069], [4.53269, 4.15889, 1.11996], [6.26446, 5.61952, 0.19779], [6.41246, 5.99538, -2.23482], [4.80277, 4.89330, -3.74730], [3.06374, 3.40369, -2.81970], [-0.88586, 0.74846, -1.51253], [-0.22194, 2.09763, -2.47095], [-2.29896, 0.71912, 0.37278], [-4.64031, -0.02682, 0.86330], [-4.97050, 0.37042, -0.84130], [-3.23065, -1.34103, -1.50500], [-4.63282, -2.04063, -0.70533], [-2.05843, -1.34708, 0.78497], [-3.45489, -2.23823, 1.39924], [-1.27537, -2.39137, -1.51170], [-0.98252, -4.12313, -1.31150], [1.00653, -2.85587, -0.59748], [0.03907, -1.90890, 0.53617], [1.16953, -3.72662, 1.76244], [0.50059, -4.92435, 0.64804], [-1.11765, -3.11384, 2.49133], [-0.69248, -6.13877, 2.53544], [-1.73703, -5.22928, 3.62840]]
}

=====

[3]
{
  "formula": "C22H30N4O2S",
  "method": "wB97M-V/def2-TZVPD",
  "de_lowest_kj_mol": 113.4,
  "gap_ev": 8.4,
  "fmax_ev_per_a": 1.21,
  "e_homo_ev": -8.25,
  "multiplicity": 1,
  "species": ["C", "H", "H", "H", "C", "C", "N", "C", "C", "C", "O", "N", "C", "H", "H", "C", "N", "C", "C", "H", "H", "H", "H", "H", "C", "C", "H", "H", "H", "H", "H", "H", "H", "S", "C", "N", "C", "C", "C", "C", "H", "C", "O", "C", "C", "H", "H", "H", "C", "H", "H", "H", "C", "H", "H", "H", "H", "H", "H"],
  "coordinates": [[2.78729, 0.51133, 3.61466], [2.70842, 1.50739, 3.18713], [3.75254, 0.41833, 4.10587], [2.00584, 0.39789, 4.36270], [2.66103, -0.53860, 2.50699], [1.34747, -0.39605, 1.79434], [1.36045, 0.35935, 0.74349], [0.19593, 0.55557, 0.08629], [-0.98993, -0.02956, 0.49543], [-1.03247, -0.88790, 1.64180], [-1.99798, -1.48078, 2.07951], [0.22678, -1.00084, 2.27638], [0.23908, -1.88952, 3.42314], [1.02961, -1.61774, 4.11747], [-0.72412, -1.78210, 3.92520], [0.41008, -3.35705, 2.98327], [0.60665, -4.19683, 4.14601], [1.90397, -4.84270, 4.23495], [2.36735, -4.96652, 5.68426], [1.71948, -5.62866, 6.25129], [2.35720, -3.98919, 6.15890], [3.37814, -5.36565, 5.71615], [1.89596, -5.83980, 3.76230], [2.63198, -4.22936, 3.69812], [-0.50751, -5.08974, 4.41239], [-1.74525, -4.32604, 4.86819], [-1.50087, -3.71039, 5.72991], [-2.13096, -3.68714, 4.07864], [-2.52578, -5.02857, 5.14986], [-0.75436, -5.70002, 3.52511], [-0.20334, -5.77085, 5.20897], [1.26355, -3.42098, 2.29650], [-0.48145, -3.65703, 2.42339], [-2.35136, 0.36022, -0.51620], [-1.31884, 1.34668, -1.51949], [-1.76715, 2.00238, -2.57510], [-0.88658, 2.72309, -3.24299], [0.47568, 2.80503, -2.90455], [0.94574, 2.10625, -1.81376], [0.02340, 1.35941, -1.08169], [1.98338, 2.12581, -1.51712], [1.30478, 3.63455, -3.83716], [1.04449, 3.30720, -5.18280], [-0.32460, 3.28158, -5.60506], [-0.57278, 1.90129, -6.22313], [-1.55180, 1.86361, -6.69222], [-0.51815, 1.13384, -5.45462], [0.18991, 1.69848, -6.96999], [-0.51293, 4.37793, -6.65969], [-1.53908, 4.38993, -7.01616], [-0.27295, 5.35128, -6.23752], [0.15453, 4.19494, -7.49715], [-1.31148, 3.50529, -4.43950], [-1.31899, 4.56745, -4.17561], [-2.31764, 3.21843, -4.73949], [2.37257, 3.45242, -3.69598], [1.10567, 4.70534, -3.65361], [2.78914, -1.54073, 2.91350], [3.44124, -0.36060, 1.76650]]
}